Entry 1:
One molecule with the formula C3H7IN2, computed with ωB97M-V with the def2-TZVPD basis set.

Geometry as XYZ:
```
13
Properties=species:S:1:pos:R:3:forces:R:3:nbo_charge:R:1
C 0.066378 0.893890 1.233688 -0.33 1.74 1.65 -0.350
C -0.968838 -1.488770 0.625210 -0.31 -0.42 -0.88 -0.446
C 0.705531 1.080655 -1.198058 -3.96 -1.80 0.30 -0.388
N -0.041797 -0.896137 -0.224217 -0.04 0.77 0.57 -0.383
N 0.319198 0.392842 0.062075 0.70 -3.06 -2.78 -0.129
I -1.320037 -3.501048 0.122427 0.05 0.02 -0.06 0.063
H 0.439079 1.899630 1.393354 -0.07 -0.14 -0.03 0.195
H -0.656111 0.490156 1.944712 0.40 -0.15 -0.60 0.227
H -0.698159 -1.406286 1.645949 0.27 0.01 0.95 0.179
H 0.781748 0.276965 -2.012759 -0.16 1.65 1.09 0.207
H -0.167163 1.777298 -1.255124 0.78 -0.34 -1.12 0.220
H 1.559506 1.610983 -1.124343 2.96 1.61 0.39 0.208
H -0.019334 -1.130178 -1.212914 -0.28 0.11 0.53 0.397
```
Forces are in eV/Å.

The value obtained for the HOMO-LUMO gap (spin up / spin down) is 6.747 / 7.149 eV. Its net charge is 0. The calculation puts the energy above the lowest of the compared OMol25 structures with the same formula, charge and spin at 114.1 kcal per mole. Its HOMO energy (spin up / spin down) is -6.20 / -6.64 eV. The calculation puts the max |F| at 4.36 eV/Å.



Entry 2:
An isolated ion of composition C3H7IN3 and charge +1, computed with ωB97M-V with the def2-TZVPD basis set.

Geometry as XYZ:
```
14
Properties=species:S:1:pos:R:3:forces:R:3:nbo_charge:R:1
C 0.568563 -0.216411 -0.157032 -0.99 1.98 -0.65 0.243
C 2.486299 1.184542 -0.182052 -0.03 0.45 0.60 0.039
C -1.501778 -1.357651 0.039605 0.27 -1.52 0.40 -0.436
N 1.224885 1.019779 -0.185318 -0.08 -0.82 0.05 -0.524
N -0.729148 -0.115255 0.045492 1.87 -1.62 0.09 -0.052
N -1.419702 0.963488 0.392251 -0.15 1.19 0.22 -0.583
I 3.966994 -0.261176 0.011388 -0.12 0.02 -0.12 0.226
H 0.918743 -1.195020 -0.519781 0.16 0.57 0.49 0.234
H 2.874909 2.226088 -0.138642 -0.31 -0.82 -0.33 0.235
H -1.749046 -1.582209 -0.989889 -0.14 -0.03 -0.29 0.245
H -0.796421 -2.251359 0.401996 -2.13 2.09 -0.26 0.266
H -2.470620 -1.113365 0.558282 1.25 -1.09 -0.01 0.240
H -2.437712 0.821778 0.404292 1.01 0.57 -0.12 0.420
H -0.935966 1.876768 0.319411 -0.62 -0.98 -0.08 0.448
```
Forces are in eV/Å.

The value obtained for the HOMO-LUMO gap is 8.491 eV. Its net charge is +1. The calculation puts the energy above the lowest of the compared OMol25 structures with the same formula, charge and spin at 41.5 kcal per mole. Its HOMO energy is -13.41 eV. The calculation puts the max |F| at 3.00 eV/Å.



Entry 3:
An isolated ion of composition C3H7INO and charge +1, computed with ωB97M-V with the def2-TZVPD basis set.

Geometry as XYZ:
```
13
Properties=species:S:1:pos:R:3:forces:R:3:nbo_charge:R:1
C 0.675681 -0.952564 -0.362634 1.08 -0.59 0.08 0.040
C 3.053562 -0.990217 0.363887 -0.26 0.49 -0.45 0.022
C -0.939529 0.847085 0.281572 -0.44 0.40 0.59 -0.429
N -0.150449 0.177339 -0.788370 0.30 0.06 -0.09 -0.524
O 1.946347 -0.556137 -0.143493 -0.28 0.34 -0.09 -0.398
I 4.755297 0.133085 -0.010963 -0.54 -0.35 0.17 0.271
H 0.202004 -1.704554 0.247361 0.05 0.04 0.16 0.196
H 3.134966 -1.933329 0.885542 -0.25 -0.11 -0.04 0.211
H -1.723265 0.176802 0.631986 0.13 -0.06 -0.10 0.237
H -0.287291 1.098674 1.114977 0.10 -0.07 -0.13 0.237
H -1.396469 1.757954 -0.101184 0.02 -0.05 -0.13 0.238
H 0.485771 0.864394 -1.218105 -0.24 -0.24 -0.05 0.451
H -0.799389 -0.146772 -1.518452 0.32 0.15 0.08 0.446
```
Forces are in eV/Å.

The value obtained for the HOMO-LUMO gap (spin up / spin down) is 7.373 / 8.459 eV. Its net charge is +1. The calculation puts the energy above the lowest of the compared OMol25 structures with the same formula, charge and spin at 77.8 kcal per mole. Its HOMO energy (spin up / spin down) is -11.75 / -12.43 eV. The calculation puts the max |F| at 1.23 eV/Å.



Entry 4:
C3H7INO as an isolated structure, computed with ωB97M-V with the def2-TZVPD basis set.

Geometry as XYZ:
```
13
Properties=species:S:1:pos:R:3:forces:R:3:nbo_charge:R:1
C -0.923692 -0.398016 0.088400 1.56 0.10 2.01 -0.220
C -0.061625 0.795072 1.952732 -0.57 0.16 -1.51 -0.038
C 0.309863 -1.089971 -0.233923 2.22 -1.69 -1.20 -0.288
N 0.976635 -0.421778 -1.557016 -0.25 -0.77 1.86 -0.720
O -0.569808 0.875253 0.693890 0.03 0.75 2.32 -0.494
I 1.505853 -0.915078 1.564393 -0.74 0.36 -1.13 0.584
H -1.492845 -0.021931 -0.686351 -1.47 -0.19 -2.01 0.234
H -1.417486 -1.059210 0.789096 -0.72 0.21 0.17 0.233
H 0.341557 1.724054 2.244099 1.13 0.91 0.02 0.221
H -0.624199 0.411348 2.782639 -0.63 -0.89 -0.09 0.205
H 0.409320 -0.788518 -2.270197 -0.95 -1.23 -1.28 0.428
H 1.933949 -0.581813 -1.872061 0.08 -0.08 0.74 0.447
H 0.731887 0.525280 -1.585896 0.32 2.36 0.09 0.407
```
Forces are in eV/Å.

The value obtained for the HOMO-LUMO gap is 7.942 eV. Its net charge is +1. The calculation puts the energy above the lowest of the compared OMol25 structures with the same formula, charge and spin at 87.6 kcal per mole. Its HOMO energy is -12.57 eV. The calculation puts the max |F| at 3.03 eV/Å.



Entry 5:
A 2-piece molecular cluster, C3H7IO4S overall, computed with ωB97M-V with the def2-TZVPD basis set.

Geometry as XYZ:
```
16
Properties=species:S:1:pos:R:3:forces:R:3:nbo_charge:R:1
C 1.485263 -0.329881 0.140507 -2.72 -2.38 1.16 -0.101
C 0.449447 0.717362 0.474562 2.72 0.71 -1.44 -0.050
C -0.908017 0.415921 -0.140648 -0.59 -0.64 1.27 0.824
O 1.390967 -0.590436 -1.214226 -0.77 0.60 -2.58 -0.722
O 1.036511 1.887941 -0.219881 -2.85 0.87 0.02 -0.715
O -1.841491 1.072457 0.497737 0.03 -0.11 -0.50 -0.637
O -1.239830 -0.221176 -1.247638 -0.45 2.14 2.65 -0.587
S -1.124200 -1.994966 1.858792 0.35 1.39 0.22 -0.703
I -1.859259 -3.140412 0.002964 -0.38 -0.76 -0.90 -0.013
H 2.468412 -0.054072 0.299431 1.86 0.92 1.30 0.194
H 1.151159 -1.260208 0.690455 0.84 0.84 -0.48 0.239
H 0.492079 0.989517 1.521192 -1.06 -0.45 0.24 0.244
H 1.305078 0.301115 -1.645595 0.59 -1.06 0.25 0.479
H 0.278097 2.546909 -0.207977 1.70 -0.59 -0.19 0.475
H -2.580855 0.461932 0.576563 -0.98 -0.02 -0.04 0.534
H -0.503360 -0.802003 -1.386238 1.71 -1.46 -0.99 0.540
```
Forces are in eV/Å.

The value obtained for the HOMO-LUMO gap is 6.050 eV. Its net charge is 0. Its HOMO energy is -7.38 eV. The calculation puts the max |F| at 3.80 eV/Å.



Entry 6:
C3H7N as an isolated structure, computed with ωB97M-V with the def2-TZVPD basis set.

Geometry as XYZ:
```
11
Properties=species:S:1:pos:R:3:forces:R:3:nbo_charge:R:1
C 0.291562 0.567059 -0.185453 -1.23 2.17 0.98 -0.405
C 1.391600 -0.383088 0.186280 0.36 0.20 0.45 -0.641
C -1.061662 0.072204 -0.280061 -2.91 0.53 1.95 0.132
N -1.530386 -1.060418 0.070750 1.01 -0.07 -1.57 -0.681
H -2.521820 -1.168251 -0.137267 -0.01 0.46 0.69 0.353
H -1.668718 1.078823 0.020217 -0.86 -1.73 -2.34 0.108
H 0.536766 1.293709 -0.955913 -0.04 -0.17 -0.33 0.235
H -0.481984 1.504044 0.472925 3.94 -1.59 0.20 0.218
H 1.654912 -1.022596 -0.664015 -0.17 0.16 0.03 0.230
H 2.294357 0.163984 0.469528 -0.06 -0.09 0.01 0.218
H 1.095374 -1.045470 1.003010 -0.02 0.13 -0.08 0.232
```
Forces are in eV/Å.

The value obtained for the HOMO-LUMO gap is 10.353 eV. Its net charge is 0. The calculation puts the energy above the lowest of the compared OMol25 structures with the same formula, charge and spin at 67.8 kcal per mole. Its HOMO energy is -9.38 eV. The calculation puts the max |F| at 4.25 eV/Å.



Entry 7:
A 2-piece molecular cluster, C3H7N overall, computed with ωB97M-V with the def2-TZVPD basis set.

Geometry as XYZ:
```
11
Properties=species:S:1:pos:R:3:forces:R:3:nbo_charge:R:1
C 3.476857 0.973584 -0.554705 -0.18 -0.53 1.10 -0.392
C 4.263030 0.042271 -1.072256 -0.04 -0.37 -0.11 -0.377
H 2.396097 0.882828 -0.456001 0.21 -0.19 -0.11 0.192
H 3.931038 1.716877 0.094715 -0.05 0.61 -0.75 0.195
H 3.952116 -0.961750 -1.375547 -0.24 0.61 -0.42 0.195
H 5.319255 0.237401 -1.156349 0.30 -0.13 0.29 0.188
C -4.365924 -0.809219 0.620145 -1.70 1.35 2.59 -0.068
N -5.289710 0.074503 0.763759 -0.91 -1.75 -1.31 -0.609
H -3.773533 -0.841348 1.545922 0.67 -1.39 -0.72 0.152
H -4.440225 -1.563884 -0.160335 0.95 0.66 -0.52 0.189
H -5.468998 0.248742 1.750651 0.99 1.13 -0.03 0.336
```
Forces are in eV/Å.

The value obtained for the HOMO-LUMO gap is 10.796 eV. Its net charge is 0. The calculation puts the energy above the lowest of the compared OMol25 structures with the same formula, charge and spin at 54.8 kcal per mole. Its HOMO energy is -9.69 eV. The calculation puts the max |F| at 3.38 eV/Å.



Entry 8:
One molecule with the formula C3H7N, computed with ωB97M-V with the def2-TZVPD basis set.

Geometry as XYZ:
```
11
Properties=species:S:1:pos:R:3:forces:R:3:nbo_charge:R:1
C 0.059608 -0.344161 1.539997 -1.20 0.06 -0.40 -0.618
C -0.027439 0.310951 0.147745 1.01 -0.86 1.55 -0.236
C -0.040276 -0.110810 -1.873678 -0.12 0.17 -0.48 0.160
N -0.392164 -0.802363 -0.857368 -0.55 2.20 -0.09 -0.567
H 1.087691 -0.511433 1.823693 0.02 -0.26 0.32 0.211
H -0.551158 0.133100 2.310878 0.66 0.82 0.04 0.209
H -0.540139 -1.237756 1.443656 0.54 -0.79 -0.08 0.231
H 0.903946 0.857258 -0.069132 0.18 -0.29 -0.14 0.180
H -0.766883 1.114226 0.151268 -0.40 -0.37 -0.30 0.181
H -0.750513 0.488748 -2.481039 -0.16 -1.16 -0.88 0.137
H 1.017326 0.102240 -2.136020 0.03 0.48 0.46 0.112
```
Forces are in eV/Å.

The value obtained for the HOMO-LUMO gap is 8.092 eV. Its net charge is 0. The calculation puts the energy above the lowest of the compared OMol25 structures with the same formula, charge and spin at 80.5 kcal per mole. Its HOMO energy is -8.02 eV. The calculation puts the max |F| at 2.27 eV/Å.



Entry 9:
One molecule with the formula C3H7N, computed with ωB97M-V with the def2-TZVPD basis set.

Geometry as XYZ:
```
11
Properties=species:S:1:pos:R:3:forces:R:3:nbo_charge:R:1
C 1.194474 0.475835 0.304838 1.48 1.13 -1.57 -0.426
C -0.788122 -0.839171 0.360738 -0.35 2.20 1.07 -0.263
C -0.890421 0.044629 -0.860496 -0.42 0.57 -0.10 -0.270
H 2.146269 0.799359 -0.279148 -2.05 -0.16 0.25 0.206
H 0.584565 1.339887 0.634904 0.46 -0.08 -0.13 0.169
H 1.695247 0.068469 1.139695 0.00 -0.93 1.31 0.200
H -0.757078 -0.287801 1.353687 -0.76 -1.09 -1.09 0.187
H -1.228316 -1.811050 0.270750 0.19 -0.50 0.33 0.207
H -1.052297 1.166965 -0.753960 0.10 -1.68 -0.16 0.195
H -1.277607 -0.463163 -1.770286 0.25 0.77 0.64 0.207
N 0.373288 -0.493960 -0.400722 1.09 -0.24 -0.55 -0.411
```
Forces are in eV/Å.

The value obtained for the HOMO-LUMO gap is 10.321 eV. Its net charge is 0. The calculation puts the energy above the lowest of the compared OMol25 structures with the same formula, charge and spin at 34.3 kcal per mole. Its HOMO energy is -9.06 eV. The calculation puts the max |F| at 2.47 eV/Å.



Entry 10:
C3H7N as an isolated structure, computed with ωB97M-V with the def2-TZVPD basis set.

Geometry as XYZ:
```
11
Properties=species:S:1:pos:R:3:forces:R:3:nbo_charge:R:1
C -0.296661 1.178197 0.341504 -2.28 -1.56 -0.82 -0.524
C 0.045563 -0.245300 0.401600 2.30 0.18 1.13 0.226
C 0.313265 -0.771584 -1.028656 -0.96 0.82 0.46 -0.661
N 0.096972 -0.897468 1.515693 0.74 -2.11 -1.76 -0.837
H -1.231720 0.263507 0.183983 0.09 3.06 -0.53 0.313
H -0.033204 1.712184 -0.568426 -0.45 0.00 0.04 0.213
H -0.755783 1.750002 1.141280 0.77 -0.19 0.45 0.235
H -0.179426 -0.042052 -1.672753 -0.35 -0.48 -0.40 0.197
H 0.770620 -0.571305 2.172614 -0.52 1.06 1.03 0.365
H -0.084285 -1.769591 -1.188757 0.39 -0.08 -0.05 0.239
H 1.354663 -0.606587 -1.298081 0.27 -0.70 0.45 0.233
```
Forces are in eV/Å.

The value obtained for the HOMO-LUMO gap is 8.817 eV. Its net charge is 0. The calculation puts the energy above the lowest of the compared OMol25 structures with the same formula, charge and spin at 74.5 kcal per mole. Its HOMO energy is -8.06 eV. The calculation puts the max |F| at 3.10 eV/Å.



Q: Which total energy values were calculated for the entries above? A: -525.5293, -580.1430, -545.8018, -545.7862, -1115.2578, -173.1340, -173.1548, -173.1138, -173.1874, -173.1233, in Eh.